Entry 1:
The following is a DFT calculation (ωB97M-V with the def2-TZVPD basis set) of C4H9N as an isolated structure.

XYZ file:
```
14
Properties=species:S:1:pos:R:3:forces:R:3
C -0.095210 -0.818348 0.613805 -0.034 -0.152 0.149
N 0.611213 -0.221412 -0.526405 0.032 0.017 -0.035
C -1.975888 0.487589 -0.288266 -0.014 0.084 -0.032
H -2.010672 -0.311132 -1.043668 0.059 0.087 0.123
H 0.216763 0.885006 -0.373434 0.125 0.070 -0.177
H 2.461628 0.700420 -0.924771 -0.056 -0.091 0.103
H -0.703837 -1.674952 0.314081 0.045 0.146 0.046
H 2.543828 -0.888874 -0.129051 -0.069 0.115 0.017
C -0.707823 0.539348 0.538149 -0.280 -0.215 0.062
H -2.211630 1.445944 -0.759983 0.034 -0.134 0.086
C 2.009099 0.064762 -0.158867 0.165 0.056 0.001
H -2.771064 0.279987 0.442660 0.104 0.027 -0.071
H 2.095585 0.555336 0.820233 -0.034 -0.064 -0.119
H 0.538008 -1.043676 1.475522 -0.075 0.054 -0.154
```
Forces are in eV/Å.

## Properties
relative energy (zero: lowest compared OMol25 entry of this formula, charge and spin): 4.234 eV
LUMO level: 1.25 eV
gap between HOMO and LUMO: 0.35599 Ha
net charge: 0



Entry 2:
The following is a DFT calculation (ωB97M-V with the def2-TZVPD basis set) of a 2-piece molecular cluster, C4H9N overall.

XYZ file:
```
14
Properties=species:S:1:pos:R:3:forces:R:3
H -0.992533 1.900164 -1.811064 0.052 0.010 0.039
C 1.400999 -1.034944 -0.467328 0.048 0.043 -0.036
H 1.076678 -2.067343 -0.640314 0.020 0.134 0.038
C 0.715467 -0.422492 0.731410 0.171 -0.304 -0.023
N -0.609293 0.163250 0.565151 -0.066 0.147 -0.426
H 0.428329 1.761578 1.574558 -0.019 -0.020 -0.035
C -1.823615 -0.158838 0.266083 0.029 -0.019 0.276
H -2.601555 0.586207 0.366174 0.048 -0.049 -0.089
H 1.204763 -0.439269 -1.362915 0.003 -0.052 0.118
H -2.032680 -1.175420 -0.034970 0.015 0.064 0.071
H 2.482165 -1.049034 -0.297660 -0.107 -0.001 -0.015
H 0.789786 -1.025344 1.644507 -0.083 0.069 -0.078
H -0.423474 1.939104 -1.322213 -0.091 -0.001 -0.101
C 0.384964 1.022380 0.788580 -0.020 -0.020 0.262
```
Forces are in eV/Å.

## Properties
relative energy (zero: lowest compared OMol25 entry of this formula, charge and spin): 4.367 eV
LUMO level: 1.10 eV
gap between HOMO and LUMO: 0.31225 Ha
net charge: 0



Entry 3:
The following is a DFT calculation (ωB97M-V with the def2-TZVPD basis set) of a 2-piece molecular cluster, C4H9N overall at a distorted geometry.

XYZ file:
```
14
Properties=species:S:1:pos:R:3:forces:R:3
H 1.828482 1.775123 -0.547923 0.072 0.003 0.166
H -2.340880 -1.249464 -1.692053 -0.084 0.044 -0.021
H -2.385588 -0.187420 1.191705 -0.466 0.004 -0.127
H 2.500402 -0.606212 2.131126 0.087 -0.137 0.114
C -2.706002 -1.168923 -0.673075 -0.190 0.614 -0.774
C 1.541194 0.736448 -0.751330 0.598 0.343 -0.046
H -3.638845 -1.683167 -0.487723 0.300 -0.438 0.517
H 0.456990 0.699476 -0.717121 -0.031 -0.195 -0.211
C -2.149263 -0.286384 0.137051 0.014 0.069 0.660
H 2.117692 1.165758 1.744556 -0.351 -0.004 -0.040
C 2.193896 0.127418 1.397080 0.623 0.258 -0.131
H -1.395760 0.417213 -0.181394 0.296 -0.312 -0.205
N 2.077620 -0.222765 0.195113 -0.673 -0.240 0.185
H 1.900068 0.482902 -1.746011 -0.195 -0.009 -0.087
```
Forces are in eV/Å.

## Properties
relative energy (zero: lowest compared OMol25 entry of this formula, charge and spin): 1.933 eV
LUMO level: 1.13 eV
gap between HOMO and LUMO: 0.39666 Ha
structure (SMILES): C=NC.C=C
net charge: 0



Entry 4:
The following is a DFT calculation (ωB97M-V with the def2-TZVPD basis set) of a 3-piece molecular cluster, C4H9N overall.

XYZ file:
```
14
Properties=species:S:1:pos:R:3:forces:R:3
C -0.799000 0.865038 0.695601 -0.204 -0.065 0.078
C -0.005303 -0.358987 1.002832 0.191 -0.200 0.111
H -0.341970 -1.070546 1.763244 0.059 0.118 -0.107
H -0.528121 -1.314349 -1.778095 -0.045 0.129 0.064
H 2.045934 -0.088603 1.577465 -0.106 -0.047 -0.116
H 1.748106 0.206259 -0.144372 -0.079 -0.076 0.129
C -0.977578 -0.403528 -1.391653 -0.129 -0.114 0.101
H -0.072502 1.583491 -0.675298 0.028 -0.078 -0.130
H -1.530023 1.445303 1.244015 0.112 -0.047 -0.080
C 1.478226 -0.427578 0.703830 0.010 0.026 -0.039
N -0.978502 -0.222098 -0.076377 0.058 0.173 -0.199
H 1.784831 -1.457344 0.485819 -0.043 0.146 0.039
H -1.798394 0.038896 -1.947366 0.134 -0.021 0.049
H -0.025706 1.204047 -1.459646 0.016 0.056 0.100
```
Forces are in eV/Å.

## Properties
relative energy (zero: lowest compared OMol25 entry of this formula, charge and spin): 4.963 eV
LUMO level: 1.16 eV
gap between HOMO and LUMO: 0.33486 Ha
net charge: 0



Entry 5:
The following is a DFT calculation (ωB97M-V with the def2-TZVPD basis set) of one molecule with the formula C4H9N at a distorted geometry.

XYZ file:
```
14
Properties=species:S:1:pos:R:3:forces:R:3
H -2.757026 -2.087175 -0.967412 0.214 0.077 0.368
H 0.272185 0.379788 -1.384715 -0.400 -0.143 0.633
N 1.842207 1.537709 0.764771 -3.002 -1.019 -1.193
C 1.112754 0.124579 0.655031 0.785 2.638 -1.975
C -1.987723 -1.334304 -1.084204 0.615 -0.303 1.433
H 0.798099 -0.200993 1.621941 -0.275 -0.347 0.588
H -1.929944 -0.828749 -1.969341 -0.203 0.849 -2.758
H 1.066428 2.243199 0.499918 1.888 -1.206 1.171
H -0.689137 1.163366 -0.059417 0.579 -0.659 -0.293
H 2.110146 1.602819 1.736884 -0.178 0.617 0.079
H 1.926485 -0.480270 0.246091 -0.539 -0.484 0.160
C -1.091491 -0.907757 -0.205258 -0.634 -0.387 1.613
C -0.116273 0.237105 -0.351454 0.752 0.376 0.795
H -1.196293 -1.273680 0.837956 0.397 -0.007 -0.620
```
Forces are in eV/Å.

## Properties
relative energy (zero: lowest compared OMol25 entry of this formula, charge and spin): 1.360 eV
LUMO level: 1.21 eV
gap between HOMO and LUMO: 0.39482 Ha
structure (SMILES): C=CCCN
net charge: 0



Entry 6:
The following is a DFT calculation (ωB97M-V with the def2-TZVPD basis set) of one molecule with the formula C4H9N at a distorted geometry.

XYZ file:
```
14
Properties=species:S:1:pos:R:3:forces:R:3
H 1.065861 -1.155512 0.868122 0.032 -0.293 0.371
C 1.527863 -0.748802 -0.021312 0.083 0.519 -1.422
C -0.649435 0.518320 -0.548886 -0.168 0.229 -0.651
H 0.502268 2.457441 0.157891 -0.331 -1.191 -0.469
H 0.253068 1.122764 1.358389 -0.101 0.003 -0.652
C 0.262492 1.363220 0.269343 -0.165 1.490 2.012
C -1.543608 -0.552716 0.050558 0.128 1.143 1.624
H -2.579434 -0.224972 0.097017 -0.109 0.094 -0.340
H -1.456974 -1.392325 -0.567795 -0.175 -1.504 -0.870
H -1.342195 -0.866962 1.105842 0.365 0.401 -0.866
H -1.007973 0.917063 -1.528257 0.064 -0.257 0.981
H 2.503750 -0.303901 0.164673 0.195 -0.475 0.455
H 1.667217 -1.515291 -0.823246 -0.251 0.426 0.790
N 0.797094 0.381670 -0.582334 0.432 -0.584 -0.963
```
Forces are in eV/Å.

## Properties
relative energy (zero: lowest compared OMol25 entry of this formula, charge and spin): 1.432 eV
LUMO level: 1.18 eV
gap between HOMO and LUMO: 0.36546 Ha
structure (SMILES): C[C@H]1CN1C
net charge: 0



Entry 7:
The following is a DFT calculation (ωB97M-V with the def2-TZVPD basis set) of one molecule with the formula C4H9N at a distorted geometry.

XYZ file:
```
14
Properties=species:S:1:pos:R:3:forces:R:3
H -2.513023 -0.965821 0.424255 0.670 0.604 -0.643
H 1.759027 1.073560 -0.744688 0.417 -1.445 1.019
H -0.844338 1.312336 -0.935132 0.387 -0.075 -0.346
H -1.713407 1.474109 0.588841 0.000 0.266 0.513
H 2.940129 -0.301168 -0.312422 -0.820 0.337 0.288
H 2.095750 0.710422 1.042671 -0.171 -1.420 -2.247
N 0.887153 -0.787391 0.036728 -0.314 -0.821 -1.380
C 1.974598 0.177016 -0.023473 -0.001 2.397 0.826
H -1.573217 -0.964382 -1.176501 -0.140 -0.250 0.123
C -1.161688 0.808110 -0.042972 -0.030 0.861 0.499
H -0.476957 -0.429584 1.639649 0.251 0.097 -0.094
C -1.667387 -0.557794 -0.174271 -0.061 -1.732 0.259
H 0.646929 -1.218516 -0.885130 0.937 0.563 1.016
C -0.353563 -0.330900 0.562449 -1.126 0.618 0.168
```
Forces are in eV/Å.

## Properties
relative energy (zero: lowest compared OMol25 entry of this formula, charge and spin): 1.437 eV
LUMO level: 1.25 eV
gap between HOMO and LUMO: 0.36265 Ha
structure (SMILES): CNC1CC1
net charge: 0



Entry 8:
The following is a DFT calculation (ωB97M-V with the def2-TZVPD basis set) of one molecule with the formula C4H9N at a distorted geometry.

XYZ file:
```
14
Properties=species:S:1:pos:R:3:forces:R:3
H 0.088032 1.006325 1.493883 0.103 -0.274 -0.521
H -1.199524 0.676090 -1.382240 0.614 0.204 0.792
H 0.115843 2.326123 0.253565 0.404 -0.982 -0.273
C -0.704386 0.349658 -0.437525 -1.300 -0.714 -0.910
C -1.501612 -0.739898 0.191181 -1.133 -0.740 0.687
C 0.097768 1.222507 0.413141 -0.261 1.989 0.610
H 2.490076 -0.365170 0.440991 -1.501 -0.842 -0.511
C 1.480842 -0.784741 0.094646 -0.116 -1.188 0.024
H -2.567112 -0.478894 -0.010155 0.587 -0.356 0.544
N 0.713512 0.292531 -0.513770 1.502 0.670 0.457
H -1.337423 -0.895829 1.293796 -0.221 0.311 -1.102
H 0.916239 -1.313853 0.948511 0.991 0.878 -0.856
H 1.593901 -1.583063 -0.707913 0.331 0.934 1.028
H -1.330285 -1.704604 -0.302710 0.000 0.109 0.031
```
Forces are in eV/Å.

## Properties
relative energy (zero: lowest compared OMol25 entry of this formula, charge and spin): 1.511 eV
LUMO level: 1.16 eV
gap between HOMO and LUMO: 0.36906 Ha
structure (SMILES): C[C@H]1CN1C
net charge: 0



Entry 9:
The following is a DFT calculation (ωB97M-V with the def2-TZVPD basis set) of one molecule with the formula C4H9N at a distorted geometry.

XYZ file:
```
14
Properties=species:S:1:pos:R:3:forces:R:3
H -1.732943 1.622546 0.019628 -0.076 -0.303 -0.550
H 2.134424 -0.669115 -1.424936 -0.641 0.135 -0.538
H 2.153692 -1.537331 0.014976 -0.326 0.215 0.422
H 0.822741 -1.936773 -1.009073 0.531 -0.024 -0.744
C 0.451854 -0.146497 -0.084526 0.501 0.352 -0.722
H -1.211381 -1.260431 -0.645443 0.017 -0.062 0.064
H -1.861782 0.805578 1.460675 0.586 -0.643 -0.042
C 1.443033 -1.095078 -0.698531 -0.121 -0.848 0.919
C -0.867379 -0.362836 -0.151727 0.237 -0.298 0.171
H 0.458623 1.642717 0.906888 -0.151 0.316 0.411
H 1.980196 0.962066 0.625125 0.343 0.170 0.293
H -2.927139 0.345921 0.264386 0.162 -0.327 -0.659
N 1.025523 1.043406 0.349920 -0.305 -0.388 -0.303
C -1.869462 0.585829 0.372638 -0.757 1.705 1.278
```
Forces are in eV/Å.

## Properties
relative energy (zero: lowest compared OMol25 entry of this formula, charge and spin): 0.346 eV
LUMO level: 1.11 eV
gap between HOMO and LUMO: 0.32877 Ha
structure (SMILES): C/C=C(/C)N
net charge: 0



Entry 10:
The following is a DFT calculation (ωB97M-V with the def2-TZVPD basis set) of an isolated ion of composition C4H9N and charge +1 at a distorted geometry.

XYZ file:
```
14
Properties=species:S:1:pos:R:3:forces:R:3
H 1.720336 0.065213 -2.305033 0.753 0.279 -0.033
H 0.722672 1.440352 -2.063330 -0.027 0.114 0.213
N -0.279743 0.021820 -0.085111 1.682 -0.582 -0.692
H -2.281779 -1.849088 0.838713 -0.311 -0.066 0.163
H 1.337610 1.105981 0.535561 0.200 0.148 -0.220
H 1.717520 -0.527360 0.064072 0.235 0.082 -0.333
H 0.119462 -0.962517 1.629775 0.376 1.124 0.570
C 1.567189 0.898953 -1.620117 -1.508 -0.233 -0.130
H -0.782255 -0.071669 -0.965271 -0.888 0.842 0.405
H -2.726637 -0.400789 1.940596 0.216 0.159 0.161
H 2.335081 1.652629 -1.514139 0.566 -0.378 -0.289
C 1.187808 0.372149 -0.256366 -0.359 -0.066 1.103
C -2.001030 -0.932695 1.346988 -0.162 -0.341 -0.899
C -0.659184 -0.514654 1.009388 -0.773 -1.084 -0.020
```
Forces are in eV/Å.

## Properties
relative energy (zero: lowest compared OMol25 entry of this formula, charge and spin): 2.045 eV
LUMO level (alpha / beta): -5.37 / -5.45 eV
2S+1: 2
gap between HOMO and LUMO (alpha / beta): 0.33028 / 0.40857 Ha
net charge: +1



Repeat the sixth record exactly.
The following is a DFT calculation (ωB97M-V with the def2-TZVPD basis set) of one molecule with the formula C4H9N at a distorted geometry.

XYZ file:
```
14
Properties=species:S:1:pos:R:3:forces:R:3
H 1.065861 -1.155512 0.868122 0.032 -0.293 0.371
C 1.527863 -0.748802 -0.021312 0.083 0.519 -1.422
C -0.649435 0.518320 -0.548886 -0.168 0.229 -0.651
H 0.502268 2.457441 0.157891 -0.331 -1.191 -0.469
H 0.253068 1.122764 1.358389 -0.101 0.003 -0.652
C 0.262492 1.363220 0.269343 -0.165 1.490 2.012
C -1.543608 -0.552716 0.050558 0.128 1.143 1.624
H -2.579434 -0.224972 0.097017 -0.109 0.094 -0.340
H -1.456974 -1.392325 -0.567795 -0.175 -1.504 -0.870
H -1.342195 -0.866962 1.105842 0.365 0.401 -0.866
H -1.007973 0.917063 -1.528257 0.064 -0.257 0.981
H 2.503750 -0.303901 0.164673 0.195 -0.475 0.455
H 1.667217 -1.515291 -0.823246 -0.251 0.426 0.790
N 0.797094 0.381670 -0.582334 0.432 -0.584 -0.963
```
Forces are in eV/Å.

## Properties
relative energy (zero: lowest compared OMol25 entry of this formula, charge and spin): 1.432 eV
LUMO level: 1.18 eV
gap between HOMO and LUMO: 0.36546 Ha
structure (SMILES): C[C@H]1CN1C
net charge: 0



> What is the formula in the ninth record?

C4H9N